DFT (wB97M-V/def2-TZVPD) results for a 3-piece molecular cluster, C3H10O2 overall.

The HOMO-LUMO gap is 9.96 eV. The net charge is 0. The energy is -270.711297 Ha. The energy above the lowest of the compared OMol25 structures with the same formula, charge and spin is 38.0 kcal per mole. The value obtained for the HOMO energy is -9.8 eV. The spin multiplicity is 1. The SMILES is C=CC.O.O. Its strongest force on any atom is 0.0723 Eh/bohr.

Last column: Löwdin charge in e.
Geometry (Å):
H -0.795676 0.830310 -2.907816  0.057
C -0.639218 0.452549 -1.923639  -0.136
H 1.909974 -3.467792 2.124201  0.087
H -1.237382 -0.429934 -1.816370  0.057
H 0.320078 -3.054741 2.144085  0.039
C -0.923464 1.373381 -0.799625  -0.251
O 2.279453 -0.669957 1.994363  -0.082
C -1.501725 2.558033 -1.005055  -0.025
H 0.491207 0.087606 -1.921051  0.109
H 1.952208 -0.937017 1.120614  0.024
H 1.338901 -0.470260 2.282544  0.064
H -1.807693 3.192608 -0.182365  0.044
H -0.844499 1.075348 0.276943  0.101
H -1.506500 3.206827 -1.849766  0.046
O 0.964335 -3.746959 2.462937  -0.135

Atoms 1-3, force components in eV/Å:
-0.3092 0.7141 -0.5170
3.4031 -1.3401 0.6717
-3.0459 -0.5184 1.0119

DFT (wB97M-V/def2-TZVPD) results for an isolated ion of composition C4H12N3 and charge +1.

The HOMO-LUMO gap is 11.62 eV. The net charge is +1. The energy is -323.678266 Ha. The energy above the lowest of the compared OMol25 structures with the same formula, charge and spin is 0.0 kcal per mole. The value obtained for the HOMO energy is -14.5 eV. The spin multiplicity is 1. The SMILES is CC(=[NH2+])N[C@@H](C)N. Its strongest force on any atom is 0.0320 Eh/bohr.

Last column: Löwdin charge in e.
Geometry (Å):
H -0.199219 1.554088 0.013108  0.158
C -2.653954 0.662796 0.082700  0.031
N -0.241865 0.552848 -0.116698  0.131
C 2.168224 0.869784 0.072271  -0.040
H -2.492840 1.677308 0.433419  0.096
H 2.138179 0.982840 1.154673  0.091
H -0.492410 -1.896090 -0.129039  0.095
H -3.352647 0.159827 0.748401  0.103
N 1.281722 -1.477875 0.161000  0.044
H 3.148052 0.491414 -0.207143  0.091
H -2.267821 -1.916693 -0.062186  0.144
N -1.398863 -1.406102 -0.109034  0.218
H -3.121385 0.719865 -0.902244  0.113
C 1.088562 -0.104466 -0.390906  -0.356
H 2.072190 -1.902452 -0.304781  0.103
H 2.046601 1.845684 -0.390023  0.085
C -1.383337 -0.095849 -0.035904  -0.366
H 1.480047 -1.437021 1.156702  0.103
H 1.132588 -0.222823 -1.483413  0.156

Atoms 1-3, force components in eV/Å:
-0.2466 -0.1508 -0.0149
-0.2868 0.0806 -0.0326
1.1655 -1.1279 0.2904

DFT (wB97M-V/def2-TZVPD) results for C18H20F5N5Sn as an isolated structure.

The HOMO-LUMO gap is 1.77 eV. The net charge is +2. The energy is -1684.562776 Ha. The value obtained for the HOMO energy is -12.9 eV. The spin multiplicity is 1. Its strongest force on any atom is 0.0228 Eh/bohr.

Last column: Löwdin charge in e.
Geometry (Å):
F 5.255409 2.047795 2.675554  0.173
C 1.837308 1.304280 0.454389  -0.165
H 1.148278 -3.025204 2.157005  0.111
C 6.193053 2.073420 1.719098  -0.540
H -4.200658 -0.428335 1.181717  0.111
Sn 2.281465 -5.161116 -0.182843  1.714
H 3.043163 3.032272 0.829625  0.154
H -5.099281 2.153151 0.259896  0.118
H -5.514475 1.948805 -1.869107  0.126
C 2.955011 -2.104676 -0.694834  -0.134
H 1.074227 -3.254540 -0.282543  0.046
C -0.431091 -0.151069 0.217431  -0.189
C 1.843195 -0.038297 0.063645  -0.155
H 3.003214 -2.995860 2.115217  0.105
C -5.799473 -0.047494 -2.119890  -0.540
C 2.064450 -2.970409 1.576316  0.047
N -7.025842 -0.520726 -1.603684  0.103
C -1.718890 -0.908216 0.109519  -0.123
N -5.281337 -0.635742 -3.110680  0.143
H -6.020981 0.688851 0.413381  0.101
C 4.226617 1.358676 0.236106  -0.078
H 3.959802 -2.546559 -0.651779  0.132
C -0.412949 1.229673 0.625450  -0.011
C 3.055211 -0.669980 -0.230176  -0.155
C 5.537479 2.104697 0.300900  -0.397
C 4.231702 0.000962 -0.137633  0.074
C 1.985342 -2.837976 0.212907  -0.511
F 6.948870 0.973328 1.830258  0.172
C -2.898010 -0.122188 -0.503996  -0.196
F 5.363889 3.388903 -0.062487  0.158
H -1.514816 -1.784370 -0.507581  0.109
H -2.002239 -1.285837 1.096368  0.127
N 0.665423 1.932559 0.753024  0.189
H -3.369170 1.121367 1.207166  0.095
H -2.545900 0.698916 -1.124626  0.120
H -7.525393 0.208738 -1.111225  0.082
N 0.694477 -0.763152 -0.041509  0.186
H -1.356518 1.713487 0.841956  0.124
C -3.868344 0.401538 0.556416  -0.174
H 5.170750 -0.480936 -0.372165  0.143
C 3.055786 1.992158 0.533582  0.103
H 2.626860 -2.189354 -1.731608  0.141
H -4.395407 -0.182723 -3.325923  0.047
F 6.413021 1.536057 -0.563430  0.134
N -5.153757 1.080461 -1.497949  -0.012
H -6.896997 -1.299548 -0.971317  0.088
C -5.119549 1.106837 -0.037307  -0.200
H -3.450627 -0.825438 -1.121469  0.098
F 6.967701 3.132814 1.888836  0.206

Atoms 1-3, force components in eV/Å:
0.1127 0.0518 -0.1321
-0.1207 0.0103 0.0160
0.0200 -0.6325 0.0401

DFT (wB97M-V/def2-TZVPD) results for a 4-piece molecular cluster, C3H14N2O3 overall.

The HOMO-LUMO gap is 10.04 eV. The net charge is 0. The energy is -457.889069 Ha. The energy above the lowest of the compared OMol25 structures with the same formula, charge and spin is 31.4 kcal per mole. The value obtained for the HOMO energy is -9.2 eV. The spin multiplicity is 1. The SMILES is [H]/N=C/NCC.O.O.O. Its strongest force on any atom is 0.0461 Eh/bohr.

Last column: Löwdin charge in e.
Geometry (Å):
H -1.899428 -2.646412 -1.127760  0.069
H -2.265681 -1.218235 -0.221186  0.076
H 0.831421 1.393415 -0.295569  -0.005
H -0.154119 -3.265239 0.262955  0.108
O 1.825091 3.610610 0.969966  -0.068
O 0.532802 0.931213 -3.383717  -0.074
H 0.404800 0.670644 -4.292647  0.028
C -2.039440 -2.278225 -0.106040  -0.085
C 0.049999 -0.441440 1.762646  -0.298
H 0.556060 1.861108 -3.182332  0.007
H 0.397606 2.758620 -1.105351  0.052
H 0.357530 -0.925727 -0.239875  0.129
H -2.811881 -2.955389 0.270864  0.074
O 0.813244 1.896367 -1.108468  -0.061
H 0.856103 1.200412 2.597678  0.044
H -0.876222 -2.715530 1.709269  0.095
C -0.748184 -2.449468 0.673819  -0.264
H 2.319699 2.924711 1.425097  0.022
N 0.750371 0.622113 1.778825  0.062
H 1.344169 3.157914 0.269655  -0.029
H -0.384918 -0.855737 2.662656  0.122
N 0.140980 -1.275726 0.679516  -0.006

Atoms 1-3, force components in eV/Å:
0.1837 0.1686 -0.0343
-0.6312 -0.1601 0.4544
-0.4468 0.2835 1.0945

DFT (wB97M-V/def2-TZVPD) results for one molecule with the formula C2H5N3OS.

The HOMO-LUMO gap is 9.20 eV. The net charge is 0. The energy is -716.807093 Ha. The energy above the lowest of the compared OMol25 structures with the same formula, charge and spin is 83.8 kcal per mole. The value obtained for the HOMO energy is -8.6 eV. The spin multiplicity is 1. The SMILES is C=NOC(=S)NN. Its strongest force on any atom is 0.0345 Eh/bohr.

Last column: Löwdin charge in e.
Geometry (Å):
N 1.509838 0.216566 0.425707  -0.001
C -0.848148 0.237176 0.279001  -0.879
H 0.218226 -0.630600 -1.152459  0.112
C 2.475689 0.499979 1.192553  0.014
H -2.376851 -0.059895 -1.856657  0.067
S -2.315893 0.814254 0.820931  0.624
O 0.264853 0.377360 1.062702  -0.125
N -0.712229 -0.409863 -0.877981  -0.089
H 3.455688 0.441406 0.777366  0.069
H -2.275978 -1.516140 -1.196623  0.059
N -1.755493 -0.854516 -1.708072  0.040
H 2.360298 0.884273 2.233533  0.108

Atoms 1-3, force components in eV/Å:
-0.0160 -0.3050 -0.3382
-1.2154 0.0547 0.1688
0.4968 -0.3061 -0.4176

DFT (wB97M-V/def2-TZVPD) results for a 2-piece molecular cluster, CH5NO overall.

The HOMO-LUMO gap (alpha / beta) is 7.81 / 4.95 eV. The net charge is +1. The energy is -170.654137 Ha. Its expectation value of S² is 0.758. The energy above the lowest of the compared OMol25 structures with the same formula, charge and spin is 51.2 kcal per mole. The value obtained for the HOMO energy (alpha / beta) is -15.2 / -15.2 eV. The spin multiplicity is 2. Its strongest force on any atom is 0.0844 Eh/bohr.

Last column: Löwdin charge in e.
Geometry (Å):
H 1.685895 -0.108136 -1.130095  0.136
H -0.814007 -1.116197 -1.894897  0.137
N 0.064664 -0.787473 -2.252676  0.325
C 0.628682 -0.029967 -1.370136  0.181
O -0.314320 0.700946 2.599313  -0.072
H -0.302602 -0.198544 2.937675  0.036
H -0.029642 0.756100 -0.696823  0.213
H -0.918671 0.783272 1.807638  0.044

Atoms 1-3, force components in eV/Å:
0.3884 0.1820 -0.1454
-1.5202 -1.2269 -0.7495
1.5570 2.7483 2.9728

Which formula does entry 4 have?
C3H14N2O3